ORCA calculation (ωB97M-V/def2-TZVPD) on a 11-piece molecular cluster, C52H126F3N9O15S overall.

```
! RIJCOSX wB97M-V def2-TZVPD def2/J DEFGRID3
* xyz 6 1
C 1.57 0.04 -1.07
C 0.89 0.00 -2.25
C -0.32 -0.94 -2.48
O -0.98 -0.83 -3.63
C -0.68 -1.81 -1.63
C 0.02 -1.92 -0.32
C 1.24 -0.87 0.02
O 1.84 -0.86 1.11
O -0.35 -2.62 0.67
O 1.45 0.72 -3.23
H 2.47 0.63 -0.95
H -1.62 -2.36 -1.67
C -1.17 2.88 -9.41
C -0.42 1.89 -10.42
C -0.79 2.00 -11.88
O -0.09 1.11 -12.71
C -0.39 1.28 -14.10
N 1.06 2.08 -10.18
H 1.37 1.75 -9.28
H 1.50 1.50 -10.88
H 1.30 3.05 -10.33
H -1.23 2.36 -8.46
H -2.22 2.82 -9.67
H -0.68 3.82 -9.17
H -0.56 0.85 -10.13
H -0.61 3.00 -12.29
H -1.86 1.90 -12.05
H -0.38 2.25 -14.58
H -1.14 0.59 -14.49
H 0.55 0.95 -14.57
C 7.96 4.40 3.38
C 7.43 3.09 2.90
C 8.38 1.91 3.01
O 8.88 1.50 4.34
C 9.82 0.40 4.20
N 6.08 2.65 3.53
H 6.16 2.60 4.53
H 5.35 3.30 3.29
H 5.84 1.71 3.25
H 8.82 4.78 2.82
H 8.29 4.37 4.42
H 7.24 5.21 3.27
H 6.98 3.15 1.91
H 9.28 2.20 2.47
H 8.05 0.98 2.55
H 10.68 0.69 3.60
H 9.27 -0.34 3.62
H 10.06 0.14 5.23
C 4.06 -4.88 6.51
C 3.09 -5.88 6.09
C 3.08 -7.22 6.84
O 2.03 -8.12 6.39
C 1.81 -9.20 7.20
N 1.65 -5.30 5.94
H 0.96 -6.04 5.85
H 1.31 -4.92 6.81
H 1.44 -4.76 5.12
H 4.07 -4.56 7.55
H 4.08 -3.96 5.93
H 5.08 -5.26 6.53
H 3.26 -6.22 5.06
H 2.92 -6.87 7.86
H 3.99 -7.82 6.92
H 0.99 -9.71 6.68
H 1.26 -8.81 8.06
H 2.67 -9.80 7.49
C -5.16 -7.59 2.73
C -5.88 -6.49 3.61
C -5.82 -6.59 5.21
O -4.48 -6.67 5.59
C -4.43 -7.18 6.92
N -5.30 -5.12 3.23
H -5.87 -4.35 3.55
H -4.31 -5.05 3.41
H -5.39 -5.14 2.23
H -4.27 -7.98 3.23
H -5.01 -7.31 1.68
H -5.89 -8.39 2.70
H -6.91 -6.34 3.27
H -6.14 -7.62 5.39
H -6.42 -5.81 5.66
H -4.26 -8.26 6.99
H -5.26 -6.90 7.56
H -3.63 -6.69 7.47
C -6.99 1.62 -1.96
C -7.81 2.23 -0.79
C -6.97 2.95 0.28
O -6.80 4.27 -0.13
C -5.58 4.78 0.04
N -8.97 3.08 -1.23
H -9.45 3.44 -0.42
H -8.65 4.01 -1.46
H -9.60 2.77 -1.95
H -7.61 1.22 -2.77
H -6.25 0.91 -1.58
H -6.33 2.33 -2.46
H -8.38 1.38 -0.40
H -6.09 2.36 0.55
H -7.48 2.94 1.25
H -5.43 5.85 -0.09
H -4.97 4.15 -0.61
H -5.25 4.55 1.06
C -2.86 -5.98 -9.67
C -1.67 -4.93 -9.70
C -0.66 -5.20 -8.55
O 0.27 -4.21 -8.60
C 1.16 -4.26 -7.50
N -1.07 -4.93 -11.09
H -0.67 -5.74 -11.54
H -1.65 -4.40 -11.72
H -0.24 -4.37 -10.93
H -2.38 -6.86 -9.26
H -3.40 -6.13 -10.60
H -3.47 -5.68 -8.82
H -2.25 -4.01 -9.69
H -0.09 -6.09 -8.82
H -1.16 -5.35 -7.59
H 2.07 -4.84 -7.65
H 0.83 -4.55 -6.50
H 1.58 -3.26 -7.41
C 8.40 -2.62 -5.47
N 8.68 -1.14 -5.03
C 8.05 -0.26 -6.11
C 8.13 -0.93 -3.59
C 10.21 -0.85 -5.07
C 11.21 -1.90 -4.42
O 10.87 -1.99 -3.05
H 9.12 -3.26 -4.95
H 8.70 -2.71 -6.51
H 7.35 -2.88 -5.49
H 8.49 -0.27 -7.10
H 7.90 0.69 -5.59
H 7.02 -0.62 -6.09
H 7.74 -1.86 -3.17
H 7.30 -0.23 -3.67
H 8.91 -0.66 -2.88
H 10.45 0.14 -4.69
H 10.48 -0.87 -6.13
H 12.26 -1.63 -4.54
H 11.10 -2.95 -4.68
H 10.82 -2.94 -2.89
C 2.87 7.05 -3.72
N 2.41 7.90 -2.49
C 1.30 6.93 -1.84
C 3.54 8.10 -1.43
C 2.09 9.28 -3.10
C 1.66 10.38 -2.07
O 0.69 9.84 -1.16
H 2.08 6.64 -4.34
H 3.46 6.25 -3.26
H 3.58 7.64 -4.30
H 1.00 7.45 -0.93
H 1.89 6.05 -1.56
H 0.52 6.73 -2.56
H 3.81 7.07 -1.18
H 3.26 8.63 -0.53
H 4.34 8.64 -1.93
H 1.30 9.00 -3.80
H 3.00 9.59 -3.62
H 1.30 11.26 -2.60
H 2.49 10.85 -1.55
H 1.12 9.72 -0.31
C -4.98 1.59 12.66
C -5.19 2.89 11.89
C -4.27 3.22 10.70
C -4.45 2.29 9.42
N -3.38 2.67 8.28
C -3.54 1.77 7.01
C -2.23 1.89 6.25
C -1.23 2.49 7.31
C -1.90 2.54 8.72
C -3.56 4.19 7.82
C -5.06 4.70 7.64
C -5.09 6.26 7.46
H -3.93 1.44 12.92
H -5.16 0.76 11.98
H -5.51 1.68 13.60
H -5.09 3.70 12.61
H -6.25 3.00 11.67
H -3.22 3.27 11.02
H -4.56 4.23 10.44
H -5.50 2.12 9.16
H -4.09 1.28 9.58
H -4.52 1.99 6.57
H -3.60 0.80 7.49
H -2.48 2.44 5.34
H -1.87 0.94 5.86
H -1.01 3.50 6.98
H -0.37 1.84 7.42
H -1.56 3.35 9.37
H -2.00 1.59 9.24
H -2.95 4.35 6.94
H -3.05 4.73 8.62
H -5.71 4.52 8.50
H -5.58 4.30 6.77
H -4.55 6.77 8.25
H -6.09 6.69 7.50
H -4.63 6.46 6.49
C -6.64 -7.17 -4.55
F -7.33 -7.61 -5.61
F -6.81 -8.09 -3.59
F -5.42 -7.07 -4.96
S -7.37 -5.49 -3.78
O -8.81 -5.65 -3.47
O -6.63 -5.17 -2.53
O -7.20 -4.46 -4.83
*
```

Output
HOMO-LUMO gap ... 2.817 eV
M ... 1206.69 g mol⁻¹
Electronic energy ... -119004.2189 eV

Atomic partial charges in e from the Löwdin method, atoms 1 to 99: number 1, C, carries -0.079; number 2, C, carries -0.369; number 3, C, carries -0.452; number 4, O, carries -0.148; number 5, C, carries -0.066; number 6, C, carries -0.290; number 7, C, carries -0.378; number 8, O, carries -0.099; number 9, O, carries -0.099; number 10, O, carries -0.186; number 11, H, carries 0.068; number 12, H, carries 0.105; number 13, C, carries -0.002; number 14, C, carries -0.269; number 15, C, carries -0.214; number 16, O, carries -0.185; number 17, C, carries -0.072; number 18, N, carries 0.232; number 19, H, carries 0.174; number 20, H, carries 0.157; number 21, H, carries 0.169; number 22, H, carries 0.086; number 23, H, carries 0.096; number 24, H, carries 0.088; number 25, H, carries 0.155; number 26, H, carries 0.138; number 27, H, carries 0.148; number 28, H, carries 0.104; number 29, H, carries 0.102; number 30, H, carries 0.092; number 31, C, carries -0.024; number 32, C, carries -0.290; number 33, C, carries -0.164; number 34, O, carries -0.208; number 35, C, carries -0.057; number 36, N, carries 0.237; number 37, H, carries 0.166; number 38, H, carries 0.166; number 39, H, carries 0.167; number 40, H, carries 0.111; number 41, H, carries 0.106; number 42, H, carries 0.090; number 43, H, carries 0.154; number 44, H, carries 0.136; number 45, H, carries 0.123; number 46, H, carries 0.095; number 47, H, carries 0.082; number 48, H, carries 0.107; number 49, C, carries -0.052; number 50, C, carries -0.298; number 51, C, carries -0.139; number 52, O, carries -0.200; number 53, C, carries -0.113; number 54, N, carries 0.251; number 55, H, carries 0.151; number 56, H, carries 0.167; number 57, H, carries 0.175; number 58, H, carries 0.099; number 59, H, carries 0.097; number 60, H, carries 0.111; number 61, H, carries 0.160; number 62, H, carries 0.130; number 63, H, carries 0.153; number 64, H, carries 0.106; number 65, H, carries 0.093; number 66, H, carries 0.110; number 67, C, carries 0.001; number 68, C, carries -0.228; number 69, C, carries -0.188; number 70, O, carries -0.190; number 71, C, carries -0.084; number 72, N, carries 0.214; number 73, H, carries 0.165; number 74, H, carries 0.165; number 75, H, carries 0.159; number 76, H, carries 0.086; number 77, H, carries 0.095; number 78, H, carries 0.097; number 79, H, carries 0.151; number 80, H, carries 0.138; number 81, H, carries 0.134; number 82, H, carries 0.104; number 83, H, carries 0.096; number 84, H, carries 0.084; number 85, C, carries -0.009; number 86, C, carries -0.270; number 87, C, carries -0.177; number 88, O, carries -0.182; number 89, C, carries -0.122; number 90, N, carries 0.234; number 91, H, carries 0.172; number 92, H, carries 0.158; number 93, H, carries 0.185; number 94, H, carries 0.094; number 95, H, carries 0.102; number 96, H, carries 0.085; number 97, H, carries 0.153; number 98, H, carries 0.142; number 99, H, carries 0.133